No. 1
A cluster of 2 separate species, C3H8O2Si2 in total in a non-equilibrium geometry, computed with the ωB97M-V functional and the def2-TZVPD basis.

Calculated values
SMILES string   C=C[Si](C)=O.O=[SiH2]
Kohn-Sham gap   8.5 eV
HOMO level   -9.17 eV
Electronic energy   -23090.76872 eV
Total charge   0
F_max   1.83 eV/Å
Relative energy (zero: lowest compared OMol25 entry of this formula, charge and spin)   53.9 kcal per mole

The geometry in XYZ format:
```
15
Properties=species:S:1:pos:R:3:nbo_charge:R:1
H -1.21 3.27 1.20 0.20
C -0.68 2.47 0.70 -0.26
H 3.68 -0.77 -0.65 -0.27
H 0.18 2.77 0.12 0.21
Si -0.17 -0.22 -0.08 2.06
Si 3.06 -0.93 -1.96 1.67
H -1.13 -2.11 1.26 0.26
H -0.64 -2.64 -0.34 0.27
H 3.07 0.32 -2.70 -0.26
H -1.93 0.96 1.38 0.23
O 1.08 -0.07 -0.92 -1.23
H -2.14 -1.75 -0.12 0.26
C -1.11 -1.83 0.21 -1.18
O 2.78 -2.29 -2.57 -1.21
C -1.05 1.20 0.79 -0.76
```

No. 2
A cluster of 3 separate species, C3H8O3 in total in a non-equilibrium geometry, computed with the ωB97M-V functional and the def2-TZVPD basis.

Calculated values
Kohn-Sham gap (alpha / beta)   7.0 / 5.5 eV
HOMO level (alpha / beta)   -3.28 / -3.27 eV
Electronic energy   -9380.37478 eV
Total charge   -1
F_max   1.35 eV/Å
Relative energy (zero: lowest compared OMol25 entry of this formula, charge and spin)   34.9 kcal per mole
Spin multiplicity   2

The geometry in XYZ format:
```
14
Properties=species:S:1:pos:R:3:mulliken_spin:R:1
O 1.79 -1.71 0.30 0.31
C 0.63 -0.80 -1.52 0.55
O -1.19 0.77 -1.03 0.02
H 2.08 -2.44 -1.53 0.00
H -1.25 2.48 1.94 0.00
H 0.49 -0.90 -2.59 0.04
C 1.55 -1.70 -0.91 0.00
H 0.22 0.36 0.31 0.01
H 0.82 1.20 -1.15 0.08
H -1.53 1.29 -0.23 0.00
H -1.60 -0.48 2.80 0.00
C 0.13 0.39 -0.78 0.00
H -0.93 -0.17 3.00 0.00
O -1.21 1.69 1.39 0.00
```

No. 3
The molecule C3H8O3, computed with the ωB97M-V functional and the def2-TZVPD basis.

Calculated values
SMILES string   OCC(O)CO
Kohn-Sham gap   11.0 eV
HOMO level   -10.32 eV
Electronic energy   -9382.67604 eV
Total charge   0
F_max   0.34 eV/Å
Relative energy (zero: lowest compared OMol25 entry of this formula, charge and spin)   26.0 kcal per mole

The geometry in XYZ format:
```
14
Properties=species:S:1:pos:R:3:nbo_charge:R:1
H -1.87 0.08 0.71 0.17
O -0.80 -1.62 1.24 -0.74
C -0.84 -0.28 0.78 -0.10
H 0.66 1.19 -1.98 0.17
C 0.29 1.18 -0.95 -0.08
H -0.86 -0.61 -1.36 0.16
H -0.55 -1.62 2.17 0.48
H -0.29 0.39 1.45 0.19
H 1.90 0.86 0.01 0.48
H -0.55 1.88 -0.88 0.18
O 1.01 -1.03 -0.56 -0.74
C -0.16 -0.24 -0.59 0.04
H 0.78 -1.78 0.01 0.49
O 1.28 1.61 -0.04 -0.72
```

No. 4
The molecule C3H8O3, computed with the ωB97M-V functional and the def2-TZVPD basis.

Calculated values
SMILES string   OCC(O)CO
Kohn-Sham gap   11.0 eV
HOMO level   -10.31 eV
Electronic energy   -9382.57188 eV
Total charge   0
F_max   0.36 eV/Å
Relative energy (zero: lowest compared OMol25 entry of this formula, charge and spin)   28.4 kcal per mole

The geometry in XYZ format:
```
14
Properties=species:S:1:pos:R:3:nbo_charge:R:1
C -0.42 0.37 -1.12 -0.10
H -1.40 -0.03 -0.84 0.18
H -1.26 0.92 1.43 0.18
H -0.08 -1.36 -1.96 0.48
O 0.22 -0.45 -2.08 -0.73
O -0.82 -1.06 1.42 -0.72
H 1.69 -0.58 -0.76 0.49
C 0.45 0.54 0.16 0.04
H 0.86 1.56 0.20 0.16
H 0.24 0.49 2.30 0.17
H -0.02 -1.59 1.25 0.48
C -0.38 0.27 1.41 -0.08
O 1.50 -0.41 0.18 -0.73
H -0.56 1.34 -1.59 0.18
```

No. 5
A cluster of 2 separate species, C3H8O3 in total in a non-equilibrium geometry, computed with the ωB97M-V functional and the def2-TZVPD basis.

Calculated values
Kohn-Sham gap (alpha / beta)   9.4 / 3.1 eV
HOMO level (alpha / beta)   -15.19 / -13.95 eV
Electronic energy   -9371.13221 eV
Total charge   +1
F_max   4.69 eV/Å
Relative energy (zero: lowest compared OMol25 entry of this formula, charge and spin)   36.1 kcal per mole
Spin multiplicity   2

The geometry in XYZ format:
```
14
Properties=species:S:1:pos:R:3:mulliken_spin:R:1
H -0.65 -1.92 2.39 0.00
O -0.85 2.39 -2.23 0.77
H 0.46 -2.10 -0.92 0.01
H -1.08 -1.37 -0.59 0.00
O -0.63 -1.11 1.86 0.15
H 1.33 -1.71 1.22 0.00
C 0.02 -1.19 -0.47 0.01
C 0.50 -1.03 0.93 0.01
H 0.99 2.38 0.18 0.00
O 0.65 2.36 -0.74 0.05
H 0.33 -0.35 -1.14 0.00
H 0.89 0.01 1.06 0.02
H -1.31 1.50 -0.50 0.03
C -0.64 2.14 -1.05 -0.04
```

No. 6
A cluster of 2 separate species, C3H8O3S in total in a non-equilibrium geometry, computed with the ωB97M-V functional and the def2-TZVPD basis.

Calculated values
SMILES string   O=C(O)CCS.O
Kohn-Sham gap   10.0 eV
HOMO level   -9.57 eV
Electronic energy   -20216.95602 eV
Total charge   0
F_max   5.18 eV/Å
Relative energy (zero: lowest compared OMol25 entry of this formula, charge and spin)   46.0 kcal per mole

The geometry in XYZ format:
```
15
Properties=species:S:1:pos:R:3:nbo_charge:R:1
O 1.03 3.09 0.04 -0.89
O -0.48 0.29 2.57 -0.56
O -1.32 -1.50 1.46 -0.72
S 0.46 -0.58 -2.36 0.02
C 0.04 0.12 0.29 -0.52
H 0.94 0.83 0.58 0.26
H -0.72 -1.49 -0.63 0.24
H -1.43 -1.93 2.33 0.51
H -0.73 -0.02 -2.40 0.10
C 0.23 -1.01 -0.69 -0.57
C -0.59 -0.32 1.52 0.76
H 1.02 -1.77 -0.51 0.24
H 0.55 2.41 -0.45 0.45
H 1.85 2.43 -0.20 0.45
H -0.67 0.98 -0.29 0.23
```

No. 7
A structure of composition C3H8O3Tm in a non-equilibrium geometry, computed with the ωB97M-V functional and the def2-TZVPD basis.

Calculated values
Kohn-Sham gap (alpha / beta)   6.8 / 6.9 eV
HOMO level (alpha / beta)   -12.46 / -12.49 eV
Electronic energy   -38903.51315 eV
Total charge   +1
F_max   2.96 eV/Å
Relative energy (zero: lowest compared OMol25 entry of this formula, charge and spin)   38.8 kcal per mole
Spin multiplicity   3

The geometry in XYZ format:
```
15
Properties=species:S:1:pos:R:3:mulliken_spin:R:1
Tm 0.72 -0.99 -1.12 2.00
H -1.68 2.12 -2.68 0.00
C 0.41 0.39 -3.00 0.00
H 1.02 0.88 0.16 0.00
C 0.60 -0.92 -3.74 -0.01
H 1.40 0.41 1.61 0.00
H -0.26 -1.14 -4.40 0.00
H -2.29 1.27 -1.21 0.00
H -0.65 2.01 -1.23 0.00
O 0.76 0.95 1.14 0.00
O -0.90 0.25 -2.29 0.00
C -1.41 1.48 -1.83 0.00
O 0.78 -1.99 -2.82 0.00
H 1.49 -0.80 -4.40 0.00
H 0.34 1.25 -3.69 0.00
```

No. 8
A cluster of 2 separate species, C3H8O4 in total in a non-equilibrium geometry, computed with the ωB97M-V functional and the def2-TZVPD basis.

Calculated values
SMILES string   C1OCOCO1.O
Kohn-Sham gap   11.3 eV
HOMO level   -10.53 eV
Electronic energy   -11429.06575 eV
Total charge   0
F_max   3.87 eV/Å
Relative energy (zero: lowest compared OMol25 entry of this formula, charge and spin)   50.8 kcal per mole

The geometry in XYZ format:
```
15
Properties=species:S:1:pos:R:3:nbo_charge:R:1
O 1.53 0.47 1.56 -0.52
H 2.94 1.26 0.17 0.15
H -0.35 1.76 -1.17 0.18
C 0.98 -0.52 0.81 0.22
O 1.08 2.15 0.09 -0.52
H 0.59 -1.32 1.47 0.19
C 2.05 1.51 0.78 0.20
H -2.02 4.72 -0.14 0.47
H 2.34 2.30 1.49 0.19
H 1.10 0.78 -1.55 0.15
H 1.73 -0.98 0.13 0.12
O 0.00 0.00 0.00 -0.54
H -0.74 3.94 0.31 0.48
C 0.49 1.19 -0.72 0.19
O -1.31 4.71 0.55 -0.94
```

Look up the relative energy (zero: lowest compared OMol25 entry of this formula, charge and spin) of the second one. 34.9 kcal per mole